Record 1
Entry from the Open Molecules 2025 dataset: a single C12H13NS molecule at a distorted geometry (ωB97M-V/def2-TZVPD).

## Properties
- gap between HOMO and LUMO (eV) = 9.4
- charge = 0
- calculated total energy (eV) = -24977.23656
- energy above the lowest of the compared OMol25 structures with the same formula, charge and spin (kcal per mole) = 64.19
- E_LUMO (eV) = 0.7
- F_max (eV/Å) = 4.7
- SMILES string = Cc1ccncc1C1(S)C=CCC=C1

```
27
Properties=species:S:1:pos:R:3:mulliken_charge:R:1
C -0.6426 1.5399 -1.2898 -1.6845
C 0.7610 1.3065 -0.7974 1.1779
C 1.6484 2.3303 -1.1620 -0.5142
C 2.9726 2.2996 -0.6653 -0.4458
N 3.3494 1.3424 0.1850 -0.6335
C 2.4140 0.4870 0.6377 -0.5160
C 1.1039 0.3884 0.1728 0.0647
C 0.1074 -0.7170 0.7741 1.7604
S 0.6939 -1.3761 2.4082 -0.2943
C -1.2864 -0.2296 1.1041 -0.6299
C -2.3841 -0.9398 0.9384 -0.7619
C -2.4200 -2.0935 -0.0466 -0.3919
C -1.0401 -2.4757 -0.4331 -0.6212
C 0.0955 -1.8941 -0.0973 -1.2784
H -0.8700 0.6597 -1.7748 0.4191
H -1.4071 1.5850 -0.5952 0.4512
H -0.6740 2.2987 -1.9727 0.4184
H 1.1707 3.0316 -1.8609 0.2892
H 3.8848 2.9513 -0.8229 0.3262
H 2.7135 -0.2598 1.4655 0.3266
H 0.5618 -0.2742 3.1459 0.1804
H -1.3045 0.7904 1.6574 0.4479
H -3.4439 -0.5776 1.3572 0.2310
H -3.0098 -2.8649 0.4124 0.4156
H -2.9247 -1.7383 -1.0991 0.2361
H -1.0220 -3.3943 -1.1548 0.2557
H 0.9524 -2.1758 -0.4868 0.7712
```

=====

Record 2
Entry from the Open Molecules 2025 dataset: a molecular structure, C12H14BaClIN2O4 at a distorted geometry (ωB97M-V/def2-TZVPD).

## Properties
- gap between HOMO and LUMO (eV) = 5.5
- charge = 0
- calculated total energy (eV) = -45148.45984
- energy above the lowest of the compared OMol25 structures with the same formula, charge and spin (kcal per mole) = 0.00
- E_LUMO (eV) = -1.2
- F_max (eV/Å) = 3.5

```
35
Properties=species:S:1:pos:R:3:mulliken_charge:R:1
C 1.2759 4.4564 1.8296 -1.3538
C 3.2040 0.1741 0.1082 -1.8012
H 1.4494 5.1007 0.9531 0.4478
H 2.1468 3.8828 2.1606 0.4711
H 1.1326 5.1492 2.6664 0.2734
H 3.3702 -0.4300 -0.7890 0.2879
H 3.9740 0.9761 0.1263 0.4085
H 3.4088 -0.4667 0.9900 0.3915
C -2.2638 1.5109 -0.7781 0.1522
C -3.6103 1.2819 -1.1183 -0.7127
C -3.9584 0.0497 -1.6829 -0.4026
C -2.9433 -0.9048 -1.8237 -0.6384
H -1.9770 2.4650 -0.3276 0.1212
H -4.3256 2.0703 -0.9147 0.3657
H -4.9787 -0.1796 -1.9981 0.4071
H -3.1153 -1.8970 -2.2305 0.1925
N -1.2958 0.6140 -0.9355 -0.0849
C -1.6213 -0.5971 -1.4214 0.4700
C -0.5411 -1.6237 -1.4274 0.6099
N 0.5490 -1.3398 -0.7128 0.1530
C 1.4360 -2.2864 -0.4412 -0.0695
C 0.3349 -3.8579 -1.8814 -0.4031
C 1.4017 -3.5629 -1.0340 -0.9333
H 2.2433 -2.0148 0.2302 0.4007
H 2.1973 -4.2668 -0.8218 0.3937
C -0.6693 -2.8928 -2.0625 -0.6363
H -1.5474 -3.0786 -2.6740 0.2870
H 0.2559 -4.8255 -2.3845 0.3863
Ba 1.7421 2.0127 0.7607 1.5550
I -0.8201 3.8189 1.9613 0.2080
O 1.1756 -1.2414 3.3214 -0.6110
Cl 0.6843 0.1027 3.1691 1.8420
O -0.1953 0.5234 4.2184 -0.6119
O 1.8690 1.0337 3.1173 -0.8807
O 0.0121 0.2434 1.8468 -0.6851
```

=====

Record 3
Entry from the Open Molecules 2025 dataset: a molecular structure, C12H14Br2N3O6P2V (ωB97M-V/def2-TZVPD).

## Properties
- gap between HOMO and LUMO (spin up / spin down) (eV) = 4.7 / 4.6
- charge = +4
- calculated total energy (eV) = -213738.03880
- energy above the lowest of the compared OMol25 structures with the same formula, charge and spin (kcal per mole) = 1.12
- E_LUMO (spin up / spin down) (eV) = -16.5 / -16.6
- F_max (eV/Å) = 0.2

```
40
Properties=species:S:1:pos:R:3:mulliken_charge:R:1
V 0.0267 0.1314 -0.2202 1.3008
Br 6.1225 0.7242 -2.1629 0.1830
C 4.3895 0.5670 -1.6732 0.0209
C 3.7564 -0.7076 -1.6722 -0.6376
C 2.4608 -0.8092 -1.2863 -0.3892
N 1.7390 0.3176 -0.9299 0.0664
C 2.3431 1.5647 -0.9287 0.2260
C 3.6496 1.7102 -1.2704 -0.3955
C 1.4081 2.5970 -0.4712 0.7553
C 1.6463 3.9360 -0.4876 -0.5286
C 0.6427 4.8303 -0.0430 -0.1214
Br 0.9389 6.6248 -0.0396 0.1302
C -0.5817 4.2911 0.3867 -0.6817
C -0.7818 2.9399 0.3560 -0.3020
N 0.1877 2.0682 -0.0662 0.0080
H 4.3022 -1.5934 -1.9726 0.4974
H 1.9411 -1.7619 -1.2576 0.5517
H 4.1335 2.6775 -1.2419 0.4994
H 2.5940 4.3260 -0.8347 0.5055
H -1.3766 4.9351 0.7407 0.4939
H -1.7174 2.5140 0.6808 0.7502
N -2.4742 -3.6532 0.1492 -0.2077
C -2.1327 -2.3259 0.8153 0.4938
C -3.0883 -2.0672 1.9916 -1.6342
P -2.2708 -0.9300 -0.3803 0.9877
O -3.5431 -1.2089 -1.1703 -0.5039
O -1.9756 0.3902 0.3028 -0.4247
O -0.9280 -0.9566 -1.2712 -0.5984
P -0.3168 -2.4722 1.2848 1.0043
O -0.3357 -2.7164 2.7984 -0.4482
O 0.1892 -0.8823 1.1388 -0.4451
O 0.3650 -3.3050 0.3070 -0.6493
H -3.3261 -3.6008 -0.4262 0.3910
H -2.6621 -4.3676 0.8682 0.4021
H -1.6964 -4.0095 -0.4296 0.3724
H -4.1255 -2.0145 1.6533 0.4775
H -2.8374 -1.1308 2.4903 0.4568
H -2.9969 -2.8657 2.7298 0.4893
H -4.0502 -0.5960 -1.7411 0.4586
H 0.3811 -3.1708 3.2831 0.4455
```

=====

Record 4
Entry from the Open Molecules 2025 dataset: a gas-phase ion, C12H14ClO2 (charge -1) at a distorted geometry (ωB97M-V/def2-TZVPD).

## Properties
- gap between HOMO and LUMO (eV) = 7.5
- charge = -1
- calculated total energy (eV) = -29289.03757
- energy above the lowest of the compared OMol25 structures with the same formula, charge and spin (kcal per mole) = 0.00
- E_LUMO (eV) = 3.3
- F_max (eV/Å) = 4.9
- SMILES string = CC(C)(C)[C@](Cl)(C(=O)[O-])c1ccccc1

```
29
Properties=species:S:1:pos:R:3:mulliken_charge:R:1
C 0.9886 1.1164 1.2998 -1.9746
C 1.3642 0.1629 0.0924 2.1313
C 2.8858 -0.0921 0.1955 -1.7869
C 1.0345 0.8407 -1.1984 -1.7936
C 0.6170 -1.1623 0.2162 0.7682
Cl 1.1226 -1.8914 1.7215 -0.2494
C 1.1638 -2.3855 -0.9648 0.4349
O 0.7894 -3.5141 -0.6412 -0.7182
O 1.7275 -1.8947 -1.9269 -0.6475
C -0.9223 -1.2493 0.1176 -0.3363
C -1.5685 -1.1806 -1.1092 -0.2656
C -2.9971 -1.1393 -1.2322 -0.6552
C -3.7780 -1.2841 -0.0922 -0.7150
C -3.1505 -1.1774 1.1185 -0.5074
C -1.7806 -1.1570 1.2614 -0.2284
H 0.8500 0.4566 2.1424 0.3871
H 1.6674 1.8551 1.3859 0.6165
H -0.0070 1.4292 1.0660 0.3818
H 3.2413 -0.8670 -0.5149 0.3901
H 3.2854 -0.5100 1.1316 0.3955
H 3.5745 0.7309 -0.0362 0.4284
H 1.0887 0.0675 -1.9656 0.3750
H 1.7916 1.5977 -1.4467 0.4218
H 0.0360 1.2172 -1.3214 0.3438
H -1.1233 -1.3636 -2.0977 0.3434
H -3.5135 -1.1169 -2.1336 0.4384
H -4.8187 -1.0949 -0.1416 0.3507
H -3.5720 -1.1898 2.1105 0.3343
H -1.0869 -1.3120 2.1049 0.3366
```

=====

Record 5
Entry from the Open Molecules 2025 dataset: 2 unconnected molecules or ions with the total composition C12H14ClP at a distorted geometry (ωB97M-V/def2-TZVPD).

## Properties
- gap between HOMO and LUMO (eV) = 9.3
- charge = 0
- calculated total energy (eV) = -34479.34104
- energy above the lowest of the compared OMol25 structures with the same formula, charge and spin (kcal per mole) = 0.00
- E_LUMO (eV) = 0.2
- F_max (eV/Å) = 3.8

```
28
Properties=species:S:1:pos:R:3:mulliken_charge:R:1
C -0.5459 2.7759 0.9984 -0.4796
C 0.1773 1.6588 1.1610 -0.0577
C -2.8550 3.9026 -2.3588 -0.6900
C -1.8368 4.7659 -1.8437 -0.2286
C -3.0385 2.6980 -1.7370 -0.2284
C -1.1312 4.4050 -0.7795 -0.7427
C -2.2123 2.2456 -0.6698 -0.3869
C -1.2488 3.0744 -0.2869 1.0385
C 0.5589 -3.8863 0.2875 -1.3575
C 2.8890 -2.9352 0.2851 -1.2383
C 2.2160 -4.8395 1.7628 -1.1179
C 1.9909 -3.7796 0.7103 0.9821
P 0.6366 0.0929 1.3947 -0.0687
Cl 2.5474 0.1828 0.7989 -0.2201
H -3.4012 4.2780 -3.1609 0.4475
H -1.6216 5.7243 -2.2490 0.3913
H -3.9423 2.0619 -2.0609 0.2347
H -0.3410 5.0633 -0.3548 0.3074
H -2.3540 1.2815 -0.0813 0.2661
H 0.3956 -3.1891 -0.5685 0.2882
H 0.3730 -4.9011 0.0794 0.4514
H -0.0371 -3.6134 1.1133 0.3753
H 3.9111 -2.9814 0.4004 0.3984
H -0.5562 3.5285 1.7444 0.4103
H 2.6385 -2.3729 -0.5779 0.3574
H 3.3048 -4.8374 2.1242 0.2702
H 1.5365 -4.5563 2.5662 0.2914
H 1.9463 -5.8473 1.3026 0.3065
```

=====

Record 6
Entry from the Open Molecules 2025 dataset: a molecular structure, C12H14CuFIN2 at a distorted geometry (ωB97M-V/def2-TZVPD).

## Properties
- gap between HOMO and LUMO (spin up / spin down) (eV) = 4.4 / 4.3
- charge = 0
- calculated total energy (eV) = -71107.95426
- E_LUMO (spin up / spin down) (eV) = -2.1 / -2.2
- F_max (eV/Å) = 2.7
- ⟨S²⟩ = 0.75
- spin multiplicity = 2

```
31
Properties=species:S:1:pos:R:3:mulliken_charge:R:1
C 0.7178 0.7201 4.7494 -0.6699
C 0.6108 -0.7752 4.7781 -0.6533
H 1.7026 1.0976 4.4743 0.2306
H 0.3638 1.1282 5.7168 0.3114
H 0.0272 1.0752 3.9698 0.1074
H 1.2846 -1.2615 4.0576 0.1891
H 0.8866 -1.0390 5.8172 0.2641
H -0.3970 -1.1611 4.5940 0.2077
C 0.1151 2.4962 -0.6931 -0.1907
C 0.2713 3.4315 -1.7168 -0.4908
C 0.1293 2.9660 -3.0361 -0.4100
C -0.0290 1.5975 -3.3135 -0.5122
H 0.3378 2.6797 0.3628 0.4384
H 0.4588 4.4743 -1.4468 0.3816
H 0.1218 3.7013 -3.8363 0.4087
H -0.1153 1.2015 -4.3271 0.3690
N -0.3616 1.2695 -0.9550 0.3504
C -0.2196 0.7489 -2.2215 0.3872
C -0.3827 -0.6760 -2.1938 0.4643
N -0.6427 -1.1151 -0.9239 0.2760
C -0.5257 -2.4066 -0.5985 -0.2581
C -0.5072 -2.9522 -2.9306 -0.4592
C -0.5333 -3.3738 -1.5966 -0.4737
H -0.4722 -2.6123 0.4747 0.4478
H -0.5834 -4.4144 -1.2946 0.3927
C -0.3657 -1.5977 -3.2421 -0.4720
H -0.3306 -1.2224 -4.2559 0.3642
H -0.6344 -3.6933 -3.7110 0.4157
Cu -1.3114 0.2067 0.2647 -0.0302
I 2.7096 -0.0219 1.4353 -0.8536
F -2.3254 -0.4715 1.5984 -0.5328
```

=====

Question: F_max of number 4 (C12H14ClO2)?
Answer: 4.9 eV/Å

=====

What did the sixth record say?
Entry from the Open Molecules 2025 dataset: a molecular structure, C12H14CuFIN2 at a distorted geometry (ωB97M-V/def2-TZVPD).

## Properties
- gap between HOMO and LUMO (spin up / spin down) (eV) = 4.4 / 4.3
- charge = 0
- calculated total energy (eV) = -71107.95426
- E_LUMO (spin up / spin down) (eV) = -2.1 / -2.2
- F_max (eV/Å) = 2.7
- ⟨S²⟩ = 0.75
- spin multiplicity = 2

```
31
Properties=species:S:1:pos:R:3:mulliken_charge:R:1
C 0.7178 0.7201 4.7494 -0.6699
C 0.6108 -0.7752 4.7781 -0.6533
H 1.7026 1.0976 4.4743 0.2306
H 0.3638 1.1282 5.7168 0.3114
H 0.0272 1.0752 3.9698 0.1074
H 1.2846 -1.2615 4.0576 0.1891
H 0.8866 -1.0390 5.8172 0.2641
H -0.3970 -1.1611 4.5940 0.2077
C 0.1151 2.4962 -0.6931 -0.1907
C 0.2713 3.4315 -1.7168 -0.4908
C 0.1293 2.9660 -3.0361 -0.4100
C -0.0290 1.5975 -3.3135 -0.5122
H 0.3378 2.6797 0.3628 0.4384
H 0.4588 4.4743 -1.4468 0.3816
H 0.1218 3.7013 -3.8363 0.4087
H -0.1153 1.2015 -4.3271 0.3690
N -0.3616 1.2695 -0.9550 0.3504
C -0.2196 0.7489 -2.2215 0.3872
C -0.3827 -0.6760 -2.1938 0.4643
N -0.6427 -1.1151 -0.9239 0.2760
C -0.5257 -2.4066 -0.5985 -0.2581
C -0.5072 -2.9522 -2.9306 -0.4592
C -0.5333 -3.3738 -1.5966 -0.4737
H -0.4722 -2.6123 0.4747 0.4478
H -0.5834 -4.4144 -1.2946 0.3927
C -0.3657 -1.5977 -3.2421 -0.4720
H -0.3306 -1.2224 -4.2559 0.3642
H -0.6344 -3.6933 -3.7110 0.4157
Cu -1.3114 0.2067 0.2647 -0.0302
I 2.7096 -0.0219 1.4353 -0.8536
F -2.3254 -0.4715 1.5984 -0.5328
```